Record 1
ORCA calculation (ωB97M-V/def2-TZVPD) on a 5-piece molecular cluster, C33H29O22P overall at a distorted geometry.

Last column: Löwdin charge in e.
Element x y z (Å)
1 C 3.599 0.389 -1.515  -0.09
2 C 2.644 1.381 -2.384  -0.37
3 C 3.670 2.478 -3.042  -0.09
4 C 1.945 0.636 -3.621  -0.17
5 C 0.878 -0.497 -3.221  -0.12
6 C -0.054 -0.143 -1.973  -0.02
7 C -1.357 0.472 -1.982  -0.05
8 P -2.386 1.059 -3.447  0.69
9 O -3.373 2.165 -2.993  -0.32
10 O -1.444 1.768 -4.695  -0.16
11 O -3.352 -0.185 -4.131  -0.17
12 C -2.003 0.627 -0.512  -0.30
13 O -3.002 1.271 -0.155  0.14
14 O -1.146 -0.228 0.275  0.06
15 C 0.114 -0.385 -0.403  -0.25
16 O 1.091 -0.712 0.306  0.10
17 H 4.495 0.117 -2.201  0.08
18 H 3.100 -0.603 -1.246  0.06
19 H 4.035 0.964 -0.630  0.09
20 H 1.911 1.965 -1.713  0.12
21 H 3.407 2.561 -4.168  0.08
22 H 3.604 3.501 -2.537  0.07
23 H 4.758 2.079 -3.025  0.08
24 H 2.796 0.094 -4.194  0.14
25 H 1.555 1.442 -4.332  0.10
26 H 0.167 -0.646 -4.127  0.13
27 H 1.342 -1.538 -3.042  0.11
28 H -0.512 1.601 -4.418  0.03
29 H -3.456 -0.933 -3.500  0.07
30 O 2.552 -0.147 7.299  0.10
31 C 2.239 0.210 6.175  -0.32
32 C 1.744 -0.727 5.163  0.07
33 C 1.427 -0.304 3.937  -0.21
34 O 0.963 -1.173 2.994  0.08
35 C 1.567 1.132 3.550  -0.28
36 O 1.284 1.479 2.414  0.10
37 C 2.041 2.077 4.575  0.07
38 C 2.353 1.647 5.800  -0.21
39 O 2.791 2.511 6.762  0.09
40 H 1.650 -1.764 5.455  0.13
41 H 0.804 -0.640 2.184  0.06
42 H 2.123 3.120 4.295  0.10
43 H 2.949 1.959 7.553  0.11
44 O 2.444 3.831 2.698  0.08
45 C 2.616 4.878 2.095  -0.27
46 C 2.853 6.153 2.779  0.09
47 C 3.019 7.278 2.080  -0.22
48 O 3.243 8.470 2.701  0.10
49 C 2.967 7.281 0.590  -0.31
50 O 3.105 8.329 -0.016  0.12
51 C 2.754 6.000 -0.093  0.08
52 C 2.591 4.876 0.607  -0.20
53 O 2.393 3.677 -0.011  0.08
54 H 2.886 6.137 3.860  0.14
55 H 3.328 9.126 1.981  0.12
56 H 2.736 6.013 -1.175  0.13
57 H 2.301 3.022 0.713  0.10
58 O 0.712 -3.611 -3.481  0.08
59 C -0.165 -4.420 -3.222  -0.30
60 C -1.579 -4.164 -3.514  0.08
61 C -2.512 -5.066 -3.201  -0.22
62 O -3.828 -4.842 -3.469  0.10
63 C -2.156 -6.356 -2.546  -0.31
64 O -3.036 -7.149 -2.258  0.12
65 C -0.739 -6.623 -2.276  0.08
66 C 0.194 -5.722 -2.592  -0.22
67 O 1.514 -5.957 -2.349  0.10
68 H -1.824 -3.223 -3.988  0.13
69 H -4.298 -5.637 -3.148  0.12
70 H -0.492 -7.571 -1.816  0.14
71 H 1.983 -5.160 -2.664  0.12
72 O -5.012 -1.430 -0.370  0.10
73 C -5.073 -2.062 0.671  -0.31
74 C -4.100 -1.887 1.755  0.08
75 C -4.191 -2.611 2.873  -0.22
76 O -3.296 -2.457 3.889  0.10
77 C -5.273 -3.618 3.061  -0.31
78 O -5.315 -4.274 4.087  0.11
79 C -6.260 -3.776 1.987  0.08
80 C -6.171 -3.051 0.870  -0.22
81 O -7.082 -3.185 -0.135  0.09
82 H -3.318 -1.154 1.605  0.12
83 H -3.576 -3.090 4.579  0.12
84 H -7.051 -4.498 2.143  0.14
85 H -6.799 -2.555 -0.828  0.12

2S+1: 1
Energy (eV): -89021.1879
SMILES: CC(C)CCC1=C(P(=O)(O)O)C(=O)OC1=O.O=C1C=C(O)C(=O)C=C1O.O=C1C=C(O)C(=O)C=C1O.O=C1C=C(O)C(=O)C=C1O.O=C1C=C(O)C(=O)C=C1O


Record 2
ORCA calculation (ωB97M-V/def2-TZVPD) on C33H30AsF6MoN4O5S as an isolated structure at a distorted geometry.

Last column: Mulliken spin population.
Element x y z (Å)
1 Mo -1.294 -0.729 0.139  1.41
2 C -4.194 -1.866 -0.992  0.01
3 N -2.993 -2.462 -0.369  -0.04
4 C -3.378 -3.221 0.830  0.02
5 C -2.221 -3.221 -1.331  0.03
6 C -2.219 -4.597 -1.425  0.02
7 C -1.384 -5.218 -2.345  -0.03
8 C -0.555 -4.464 -3.161  0.01
9 C -0.563 -3.080 -3.074  -0.03
10 C -1.401 -2.461 -2.161  -0.02
11 N -1.397 -1.066 -1.881  -0.34
12 C -1.598 -0.128 -2.880  0.07
13 C -1.845 -0.448 -4.223  -0.09
14 C -2.058 0.559 -5.141  0.04
15 C -2.043 1.890 -4.734  -0.09
16 C -1.831 2.208 -3.400  0.06
17 C -1.625 1.206 -2.470  -0.11
18 N -1.422 1.490 -1.063  -0.06
19 C -2.544 2.326 -0.542  0.01
20 C -0.179 2.317 -0.942  0.00
21 H -4.903 -2.652 -1.262  0.00
22 H -3.921 -1.315 -1.889  -0.01
23 H -4.657 -1.181 -0.286  0.00
24 H -4.124 -3.986 0.603  0.00
25 H -3.815 -2.531 1.550  0.00
26 H -2.501 -3.694 1.262  0.00
27 H -2.843 -5.196 -0.774  0.00
28 H -1.368 -6.300 -2.406  0.00
29 H 0.117 -4.953 -3.854  0.00
30 H 0.113 -2.478 -3.668  0.00
31 H -1.882 -1.484 -4.531  0.00
32 H -2.248 0.309 -6.176  0.00
33 H -2.209 2.683 -5.454  0.00
34 H -1.839 3.244 -3.088  0.00
35 H -2.544 3.292 -1.048  0.00
36 H -2.395 2.493 0.518  0.00
37 H -3.493 1.828 -0.703  0.00
38 H -0.346 3.286 -1.420  0.00
39 H 0.648 1.809 -1.424  0.00
40 H 0.044 2.475 0.105  0.00
41 O 1.026 -3.622 1.826  0.00
42 C 0.218 -2.770 1.607  0.00
43 O -0.330 -2.495 0.421  0.00
44 C -0.410 -1.939 2.701  0.03
45 C -0.280 -2.110 4.056  -0.01
46 C -1.113 -1.369 4.891  0.01
47 C -2.096 -0.552 4.349  -0.01
48 C -2.151 -0.444 2.982  0.03
49 N -1.282 -1.072 2.207  -0.02
50 C -3.210 0.228 2.152  0.01
51 O -4.201 0.725 2.584  0.02
52 O -2.934 0.084 0.839  0.05
53 H 0.449 -2.816 4.432  0.00
54 H -1.019 -1.458 5.967  0.00
55 H -2.804 -0.001 4.953  0.00
56 F -0.828 1.691 2.077  0.01
57 As -0.786 3.003 3.248  0.00
58 F 0.917 2.784 3.392  0.00
59 F -0.538 4.096 1.936  0.00
60 F -0.769 4.275 4.384  0.00
61 F -1.039 1.828 4.496  0.00
62 F -2.494 3.140 3.044  0.00
63 C 9.070 3.701 -0.345  0.00
64 C 7.781 2.916 -0.411  0.00
65 O 7.076 2.858 -1.379  0.00
66 S 7.428 2.109 1.159  0.00
67 C 5.777 1.516 0.921  0.01
68 C 5.423 0.756 -0.186  0.00
69 C 4.115 0.322 -0.330  0.02
70 C 3.154 0.630 0.633  0.00
71 C 3.522 1.369 1.754  0.02
72 C 4.827 1.816 1.889  0.00
73 C 1.788 0.212 0.455  0.11
74 C 0.632 -0.093 0.262  -0.15
75 H 9.488 3.804 -1.344  0.00
76 H 9.787 3.231 0.327  0.00
77 H 8.840 4.694 0.046  0.00
78 H 6.164 0.509 -0.933  0.00
79 H 3.827 -0.272 -1.189  0.00
80 H 2.773 1.620 2.493  0.00
81 H 5.110 2.411 2.749  0.00

Energy above the lowest of the compared OMol25 structures with the same formula, charge and spin (eV): 0.000
2S+1: 2


Record 3
ORCA calculation (ωB97M-V/def2-TZVPD) on C33H30AsOSSn as an isolated structure at a distorted geometry.

Last column: natural (NBO) charge in e.
Element x y z (Å)
1 Sn 18.143 9.553 9.344  0.53
2 C 21.635 7.131 8.859  -0.59
3 C 21.106 8.532 8.856  -0.20
4 C 21.671 9.563 7.858  -0.59
5 C 21.175 8.989 10.327  -0.60
6 C 19.706 8.485 8.441  -0.85
7 H 22.513 7.036 9.581  0.18
8 H 22.038 6.841 7.889  0.19
9 H 20.874 6.396 9.207  0.22
10 H 22.691 9.864 8.004  0.18
11 H 21.029 10.492 7.853  0.23
12 H 21.615 9.086 6.827  0.20
13 H 22.151 9.092 10.749  0.19
14 H 20.586 8.235 10.895  0.22
15 H 20.609 9.945 10.463  0.20
16 H 19.449 7.890 7.544  0.18
17 C 6.819 7.088 6.128  -0.22
18 C 7.904 6.344 5.768  -0.21
19 C 9.156 6.666 6.226  -0.22
20 C 9.405 7.774 7.013  -0.35
21 C 8.288 8.606 7.327  -0.19
22 C 6.992 8.220 6.917  -0.23
23 As 11.205 8.224 7.480  0.92
24 C 11.037 8.522 9.387  -0.30
25 C 10.843 7.531 10.376  -0.20
26 C 10.688 7.954 11.694  -0.21
27 C 10.708 9.301 12.020  -0.21
28 C 10.806 10.309 11.058  -0.18
29 C 10.954 9.883 9.693  -0.08
30 C 10.997 10.859 8.540  0.02
31 C 10.980 12.224 8.511  -0.22
32 C 10.913 12.934 7.299  -0.22
33 C 10.859 12.298 6.085  -0.20
34 C 10.931 10.881 6.063  -0.25
35 C 11.011 10.243 7.237  -0.25
36 H 5.857 6.623 5.784  0.21
37 H 7.805 5.423 5.135  0.21
38 H 10.114 6.064 5.981  0.22
39 H 8.424 9.616 7.735  0.23
40 H 6.116 8.617 7.416  0.21
41 H 10.792 6.490 10.112  0.22
42 H 10.573 7.159 12.452  0.22
43 H 10.473 9.609 12.971  0.20
44 H 10.853 11.327 11.400  0.21
45 H 11.215 12.692 9.463  0.21
46 H 10.935 14.036 7.329  0.21
47 H 10.739 12.830 5.131  0.21
48 H 11.088 10.335 5.102  0.22
49 C 17.092 5.475 19.044  -0.73
50 C 16.079 6.165 18.083  0.50
51 O 15.208 5.696 17.388  -0.51
52 S 16.075 8.040 18.204  0.12
53 C 16.570 8.329 16.565  -0.23
54 C 15.634 8.784 15.592  -0.20
55 C 16.058 8.848 14.254  -0.20
56 C 17.399 8.594 13.901  -0.06
57 C 18.313 8.170 14.894  -0.19
58 C 17.910 8.150 16.201  -0.22
59 C 17.920 8.939 12.612  -0.20
60 C 18.009 9.207 11.416  -0.36
61 H 17.626 4.745 18.408  0.24
62 H 16.559 4.926 19.811  0.24
63 H 17.802 6.122 19.492  0.24
64 H 14.605 8.823 15.892  0.22
65 H 15.404 9.012 13.403  0.23
66 H 19.268 7.735 14.621  0.22
67 H 18.611 7.955 17.030  0.21

Energy above the lowest of the compared OMol25 structures with the same formula, charge and spin (eV): 1.130
2S+1: 1
Charge: -1


> Among the records above, which one has the highest 2S+1?

C33H30AsF6MoN4O5S